{"formula": "C3H5NO3", "method": "ωB97M-V/def2-TZVPD", "e_tot_ev": -10823.3374, "e_above_lowest_ev": 2.350, "max_force_ev_per_a": 4.84, "smiles": "O=CCNC(=O)O", "gap_ev": 9.436, "species": ["O", "C", "C", "N", "C", "O", "O", "H", "H", "H", "H", "H"], "xyz": [[-1.07676, 0.70320, -2.09770], [-0.58513, -0.23967, -1.51639], [-0.92312, -0.79742, 0.05244], [-0.40516, 0.47217, 0.49354], [0.88908, 0.73398, 0.87612], [1.27853, 1.80572, 1.28287], [1.68939, -0.33583, 0.77038], [-0.14264, -1.13930, -1.97203], [-0.28960, -1.63204, 0.34351], [-1.99772, -0.85879, 0.20882], [-1.00652, 1.28597, 0.53466], [2.56965, 0.00201, 1.02378]], "lowdin_charge": [0.0527, -0.1964, -0.0670, 0.0173, -0.6237, 0.0788, 0.1046, 0.1114, 0.1099, 0.1138, 0.1591, 0.1396]}

***

{"formula": "C3H5NO3", "method": "ωB97M-V/def2-TZVPD", "e_tot_ev": -10824.6505, "e_above_lowest_ev": 1.037, "max_force_ev_per_a": 3.21, "smiles": "CC(=O)N=C(O)O", "gap_ev": 10.348, "species": ["C", "C", "O", "N", "C", "O", "O", "H", "H", "H", "H", "H"], "xyz": [[1.71799, 0.74030, -0.99324], [0.37982, 0.51731, -0.37211], [-0.64534, 1.15062, -0.68690], [0.29415, -0.51023, 0.50845], [-0.95903, -0.83116, 0.74474], [-1.19699, -2.09074, 1.05901], [-1.94348, -0.01046, 1.07281], [1.94241, -0.09593, -1.65290], [1.72753, 1.67665, -1.54636], [2.47881, 0.75851, -0.21618], [-2.09574, -2.18230, 1.41338], [-1.70013, 0.87742, 0.66930]], "lowdin_charge": [-0.0029, -0.5183, -0.0011, 0.1708, -0.4756, 0.1637, 0.1379, 0.0889, 0.0823, 0.0845, 0.1402, 0.1296]}

***

{"formula": "C3H5NO3", "method": "ωB97M-V/def2-TZVPD", "e_tot_ev": -10820.5924, "e_above_lowest_ev": 5.095, "max_force_ev_per_a": 3.95, "gap_ev": 8.224, "species": ["C", "C", "C", "O", "O", "N", "O", "H", "H", "H", "H", "H"], "xyz": [[-0.69386, -0.46698, 1.07076], [0.64991, -0.12326, 1.77893], [-0.14426, 0.46065, -2.55113], [-0.61143, -0.16597, -0.27794], [1.61099, 0.37892, 1.01336], [0.80843, 0.67123, -1.87499], [0.78198, -0.31251, 2.95548], [1.32208, 0.46301, 0.08222], [-1.46051, 0.11716, 1.59606], [-0.86304, -1.53423, 1.26384], [-1.05490, -0.08390, -1.45472], [-0.34540, 0.59588, -3.60188]], "lowdin_charge": [-0.1739, -0.5099, -0.0611, -0.2491, 0.1205, 0.1726, 0.1067, 0.0554, 0.1277, 0.1277, 0.1820, 0.1015]}

***

{"formula": "C3H5NO3", "method": "ωB97M-V/def2-TZVPD", "e_tot_ev": -10817.4219, "s_squared": 2.01, "spin_multiplicity": 3, "e_above_lowest_ev": 2.342, "max_force_ev_per_a": 5.47, "gap_ev": [4.265, 7.877], "species": ["C", "C", "C", "N", "O", "O", "O", "H", "H", "H", "H", "H"], "xyz": [[0.21432, 1.32553, 0.67513], [-1.08003, 1.27167, 0.77133], [1.29405, -1.22034, -1.62471], [-1.65058, -0.12991, 0.50984], [2.41901, -0.98082, -1.81695], [0.19755, -1.50711, -1.63716], [1.08744, 0.11414, 0.51149], [0.87004, 2.15271, 0.80955], [-1.18116, -0.58664, -0.29173], [-2.63285, 0.16735, 0.13490], [-1.60323, -0.79478, 1.20963], [2.06545, 0.18821, 0.74869]], "lowdin_charge": [-0.1753, -0.0222, -0.4972, 0.0766, 0.1886, 0.1732, -0.1271, 0.0912, 0.0675, 0.0601, 0.0449, 0.1198]}

***

{"formula": "C3H5NO3", "method": "ωB97M-V/def2-TZVPD", "e_tot_ev": -10816.3570, "s_squared": 2.01, "spin_multiplicity": 3, "e_above_lowest_ev": 3.407, "max_force_ev_per_a": 6.15, "gap_ev": [9.172, 7.831], "species": ["C", "C", "C", "N", "O", "O", "O", "H", "H", "H", "H", "H"], "xyz": [[-0.44908, -0.35394, -0.08401], [0.49294, 0.81951, 0.33144], [-0.31907, -1.06943, -1.50254], [0.66728, 0.98940, 1.76794], [0.00040, 0.31420, 2.52364], [1.65117, 1.64662, 2.08825], [-1.41790, 0.62190, 0.08804], [-0.36136, -1.01496, 0.68524], [0.77083, 1.59917, -0.38919], [-1.37923, -1.18377, -1.78052], [0.27596, -1.95175, -1.36509], [0.06807, -0.41695, -2.36320]], "lowdin_charge": [-0.3507, 0.0583, -0.0023, -0.4262, 0.0493, 0.0494, 0.1211, 0.1150, 0.1349, 0.0803, 0.0671, 0.1036]}

***

{"formula": "C3H5NO4", "method": "ωB97M-V/def2-TZVPD", "e_tot_ev": -12866.9557, "charge": -2, "e_above_lowest_ev": 1.141, "max_force_ev_per_a": 2.73, "gap_ev": [5.624, 5.623], "species": ["C", "C", "C", "N", "O", "O", "O", "O", "H", "H", "H", "H", "H"], "xyz": [[-2.09994, -0.07334, 0.16788], [1.04589, -0.83104, 0.27405], [-1.00557, 0.69072, -0.68789], [2.35482, -0.69993, -0.21604], [-2.54113, 0.57387, 1.15287], [2.89397, 0.70716, 0.23072], [-2.52036, -1.18318, -0.19931], [-0.64983, 1.85892, -0.54185], [0.86040, -0.40242, 1.29332], [0.22916, -0.23183, -0.25133], [0.60986, -1.87973, 0.32115], [-1.19293, 0.29182, -1.69350], [2.01565, 1.17898, 0.14994]], "lowdin_charge": [-0.7419, -0.3464, -0.3369, -0.2394, -0.1112, -0.3136, -0.1079, -0.0748, 0.0758, 0.0001, 0.0818, 0.0928, 0.0214]}

***

{"formula": "C3H5NO4", "method": "ωB97M-V/def2-TZVPD", "e_tot_ev": -12871.0178, "e_above_lowest_ev": 1.857, "max_force_ev_per_a": 4.55, "smiles": "O=C(O)NC(=O)CO", "gap_ev": 10.564, "species": ["O", "C", "O", "N", "C", "O", "C", "O", "H", "H", "H", "H", "H"], "xyz": [[-1.73225, 1.72916, -0.90630], [-0.85486, 0.91941, -0.90158], [0.20847, 0.96747, -1.70356], [-1.24039, -0.50273, -0.49503], [-0.57413, -0.97259, 0.54831], [-0.63997, -1.96509, 1.19985], [0.69864, 0.20286, 0.92462], [1.83814, -0.11066, 0.13266], [0.95349, 0.42623, -1.36431], [-2.19858, -0.82589, -0.61397], [0.86383, -0.11141, 1.96391], [0.63147, 1.29004, 1.00287], [2.04613, -1.04681, 0.21253]], "lowdin_charge": [0.1538, -0.5314, 0.1311, 0.1742, -0.4356, 0.1044, -0.1215, -0.0805, 0.0976, 0.1639, 0.1095, 0.1237, 0.1107]}

***

{"formula": "C3H5NO4", "method": "ωB97M-V/def2-TZVPD", "e_tot_ev": -12865.6724, "e_above_lowest_ev": 7.203, "max_force_ev_per_a": 3.86, "gap_ev": [8.060, 8.513], "species": ["C", "C", "C", "O", "O", "O", "N", "O", "H", "H", "H", "H", "H"], "xyz": [[1.24080, 0.66674, -2.81353], [2.06300, 0.82008, -1.56176], [1.23077, 0.12112, -0.46843], [1.49481, -0.96116, 0.06341], [0.35985, 1.06546, -0.46509], [-1.44978, -0.94627, 1.95307], [-1.53996, 0.22822, 2.33765], [-1.38853, 0.69755, 3.47178], [1.55889, 1.28388, -3.68609], [1.06535, -0.39699, -3.06406], [0.24733, 1.02712, -2.50667], [3.03075, 0.42296, -1.57829], [2.19176, 1.89331, -1.35434]], "lowdin_charge": [-0.0883, -0.1485, -0.5451, 0.1099, 0.1524, 0.0684, -0.1207, 0.0629, 0.0958, 0.0973, 0.0756, 0.1103, 0.1301]}

***

{"formula": "C3H5NO5S", "method": "ωB97M-V/def2-TZVPD", "e_tot_ev": -25753.0548, "charge": -2, "e_above_lowest_ev": 1.483, "max_force_ev_per_a": 2.44, "gap_ev": 5.475, "species": ["C", "C", "C", "N", "O", "O", "O", "O", "O", "S", "H", "H", "H", "H", "H"], "xyz": [[0.87417, -2.43320, -0.21862], [-1.21607, 0.69167, -0.81767], [0.27594, 0.85074, -1.00413], [1.03875, 0.09814, -0.00823], [1.97886, -2.78843, 0.05358], [-0.21391, 1.76070, 1.61637], [-0.28527, -2.53708, -0.47295], [-0.79865, -0.57060, 1.75758], [1.38277, 0.00323, 2.47148], [0.33545, 0.32870, 1.48333], [-1.77759, 1.41602, -1.42839], [-1.67019, -0.33481, -0.93220], [-1.26042, 0.95587, 0.25893], [0.74590, 0.56652, -1.99984], [0.59025, 1.99253, -0.75925]], "lowdin_charge": [-0.4574, -0.1945, -0.4495, -0.2638, 0.0826, -0.4937, 0.0860, -0.4473, -0.4691, 0.3191, 0.0397, 0.0654, 0.0071, 0.0750, 0.1005]}

***

{"formula": "C3H5NOS", "method": "ωB97M-V/def2-TZVPD", "e_tot_ev": -17564.4436, "e_above_lowest_ev": 0.824, "max_force_ev_per_a": 4.92, "smiles": "N/C=C\\C(=O)S", "gap_ev": 9.534, "species": ["N", "C", "C", "C", "O", "S", "H", "H", "H", "H", "H"], "xyz": [[1.53694, 1.64123, -1.14294], [0.76090, 1.84603, -0.10684], [-0.08668, 0.94665, 0.55501], [-0.17514, -0.42260, 0.02401], [0.42193, -0.79429, -0.98730], [-1.26329, -1.49304, 0.86999], [2.32265, 2.24302, -1.16174], [1.82185, 0.73812, -1.41402], [0.58839, 2.85703, 0.22870], [-0.71886, 1.22357, 1.43274], [-0.92991, -2.52781, 0.06038]], "lowdin_charge": [0.1165, -0.1901, -0.1151, -0.8642, -0.0614, 0.8199, 0.0989, 0.0812, 0.1152, 0.0963, -0.0973]}

***

{"formula": "C3H5NOS", "method": "ωB97M-V/def2-TZVPD", "e_tot_ev": -17563.6239, "e_above_lowest_ev": 1.644, "max_force_ev_per_a": 4.99, "smiles": "N/C=C\\C(=O)S", "gap_ev": 9.715, "species": ["N", "C", "C", "C", "O", "S", "H", "H", "H", "H", "H"], "xyz": [[-0.25495, 1.31262, 1.14739], [0.73367, 0.89753, 0.30790], [0.88671, -0.08107, -0.58713], [0.01217, -1.09593, -0.93432], [0.22479, -2.15906, -1.54993], [-1.53126, -0.97405, -0.14702], [-0.21282, 1.95079, 1.90094], [-1.03304, 0.71360, 1.32688], [1.61192, 1.58112, 0.53305], [1.80804, -0.02880, -1.24012], [-2.24525, -2.11675, -0.75764]], "lowdin_charge": [0.0630, -0.1997, -0.1614, -0.8455, -0.0571, 0.8376, 0.0903, -0.0022, 0.1434, 0.1418, -0.0102]}

***

{"formula": "C3H5NOS", "method": "ωB97M-V/def2-TZVPD", "e_tot_ev": -17561.5084, "e_above_lowest_ev": 3.759, "max_force_ev_per_a": 8.20, "gap_ev": 7.778, "species": ["C", "C", "C", "H", "H", "H", "H", "H", "N", "O", "S"], "xyz": [[0.05289, 1.68436, 1.17514], [-0.22422, 0.98852, -0.06882], [-0.03986, -0.51900, -0.33413], [-0.85501, 1.50844, 1.88895], [-0.32238, 2.77433, 0.60584], [0.99676, 1.57697, 1.94701], [-0.21849, -1.63355, -2.05106], [-0.05565, 0.19685, -2.18382], [-0.42284, -0.85345, -1.51348], [-0.63787, 1.80232, -0.91817], [0.61155, -1.61192, 0.81873]], "lowdin_charge": [-0.0855, -0.4849, -0.8458, 0.1080, 0.1665, 0.1357, 0.0696, 0.2664, 0.0670, 0.0080, 0.5948]}

***

{"formula": "C3H5NOS", "method": "ωB97M-V/def2-TZVPD", "e_tot_ev": -17563.9851, "e_above_lowest_ev": 1.282, "max_force_ev_per_a": 1.27, "smiles": "N=C=O.C=CS", "gap_ev": 9.552, "species": ["N", "C", "O", "H", "C", "C", "S", "H", "H", "H", "H"], "xyz": [[-1.67983, 1.42387, 0.44956], [-1.89052, 0.38522, -0.09592], [-2.25810, -0.64162, -0.47137], [-1.08345, 2.19436, 0.24666], [0.71722, -1.51046, -0.41983], [0.91318, -0.39144, 0.25220], [1.54620, 1.07916, -0.50112], [0.31250, -2.38052, 0.06538], [0.93074, -1.59049, -1.47068], [0.70669, -0.29315, 1.30505], [1.78539, 1.72506, 0.64009]], "lowdin_charge": [0.1931, -0.4643, 0.1585, 0.0558, -0.0907, -0.6183, 0.7239, 0.0619, 0.0581, 0.0629, -0.1409]}

***

{"formula": "C3H5NOS", "method": "ωB97M-V/def2-TZVPD", "e_tot_ev": -17559.1632, "e_above_lowest_ev": 6.104, "max_force_ev_per_a": 2.13, "gap_ev": [6.335, 7.584], "species": ["C", "C", "C", "N", "O", "S", "H", "H", "H", "H", "H"], "xyz": [[0.07066, 1.15440, -1.74909], [0.57790, -0.08332, -1.57249], [0.91895, -0.61970, -0.36543], [-0.21125, -1.35037, 2.31351], [-1.18227, -0.74411, 1.70819], [1.62082, -1.16498, 0.89302], [-0.11965, 1.53706, -2.73375], [-0.11427, 1.80228, -0.90887], [0.75923, -0.72511, -2.43220], [-0.32134, -2.36234, 2.41345], [0.12673, -0.89261, 3.17039]], "lowdin_charge": [0.0148, -0.2793, -0.5602, -0.2943, -0.2197, 0.9117, 0.0487, 0.0616, 0.1132, 0.0998, 0.1037]}

***

{"formula": "C3H5NOS", "method": "ωB97M-V/def2-TZVPD", "e_tot_ev": -17562.9649, "e_above_lowest_ev": 2.303, "max_force_ev_per_a": 4.77, "gap_ev": 8.746, "species": ["C", "C", "C", "N", "O", "S", "H", "H", "H", "H", "H"], "xyz": [[-1.11306, 0.89745, 0.04584], [-0.44544, -1.28823, -0.00130], [1.25691, 0.67262, -0.00178], [-0.05859, 0.09290, 0.06004], [-1.49388, 2.05919, 0.09437], [-2.35634, -1.08892, -0.03089], [-0.09231, -1.86678, -0.81799], [-0.33222, -1.87242, 0.99553], [1.22188, 1.52058, -0.63884], [1.63254, 0.82993, 1.00972], [1.78050, 0.04367, -0.71471]], "lowdin_charge": [-0.3891, -0.4884, -0.0130, -0.2275, 0.0922, 0.5798, 0.0566, 0.0949, 0.0865, 0.1085, 0.0996]}

***

{"formula": "C3H5NOS", "method": "ωB97M-V/def2-TZVPD", "e_tot_ev": -17562.7858, "e_above_lowest_ev": 2.482, "max_force_ev_per_a": 5.53, "smiles": "O=C/N=C\\CS", "gap_ev": 9.589, "species": ["O", "C", "N", "C", "C", "S", "H", "H", "H", "H", "H"], "xyz": [[-2.04317, 0.38308, -0.59856], [-1.36302, 1.14737, 0.03645], [-0.58602, 0.71926, 1.02832], [0.41047, -0.01896, 1.04413], [1.17400, -0.67168, -0.08176], [0.39439, -0.34767, -1.76586], [-1.21504, 2.27553, 0.00112], [0.83976, -0.46294, 2.04023], [2.09729, -0.29383, -0.21182], [1.19444, -1.84499, -0.03697], [-0.90307, -0.88518, -1.45526]], "lowdin_charge": [-0.0449, -0.4320, 0.0973, -0.2006, -0.4572, 0.6752, 0.1520, 0.1443, 0.0065, 0.1147, -0.0553]}

***

{"formula": "C3H5NOS", "method": "ωB97M-V/def2-TZVPD", "e_tot_ev": -17560.5937, "e_above_lowest_ev": 4.674, "max_force_ev_per_a": 3.72, "gap_ev": 8.271, "species": ["C", "C", "C", "N", "O", "S", "H", "H", "H", "H", "H"], "xyz": [[-0.28263, 1.37498, -0.25169], [-1.49664, 1.07974, 0.00990], [0.86106, -0.58305, -0.43523], [-0.22849, -1.27177, 0.13791], [2.09235, -0.92403, -0.00504], [-1.81581, -0.76408, 0.03345], [0.41945, 2.13703, -0.17192], [-2.37324, 1.73809, 0.15544], [0.79380, -0.31277, -1.51451], [-0.18679, -1.49501, 1.06910], [2.21693, -0.97913, 0.97259]], "lowdin_charge": [-0.0717, -0.4629, -0.2977, -0.3958, 0.0253, 0.8304, 0.0191, 0.0657, 0.1326, 0.0209, 0.1342]}

***

{"formula": "C3H5NOS", "method": "ωB97M-V/def2-TZVPD", "e_tot_ev": -17561.9211, "e_above_lowest_ev": 3.346, "max_force_ev_per_a": 1.91, "smiles": "C=CS/C=N/O", "gap_ev": 9.518, "species": ["C", "C", "S", "C", "N", "O", "H", "H", "H", "H", "H"], "xyz": [[-2.37812, -0.58786, 0.14283], [-1.21125, -0.14747, -0.28807], [-0.56102, 1.41086, 0.04587], [1.18657, 1.03176, -0.13302], [1.56959, -0.16485, -0.05443], [2.99876, -0.16339, 0.09045], [-2.92059, 0.02483, 0.88735], [-2.87787, -1.54108, -0.12557], [-0.66085, -0.81833, -0.89613], [1.80302, 1.95278, -0.22966], [3.05176, -0.99725, 0.56038]], "lowdin_charge": [-0.0794, -0.5792, 0.9206, -0.4674, -0.0662, -0.0796, 0.0563, 0.0692, 0.0514, 0.0966, 0.0778]}

***

{"formula": "C3H5NS", "method": "ωB97M-V/def2-TZVPD", "e_tot_ev": -15513.0152, "e_above_lowest_ev": 3.857, "max_force_ev_per_a": 2.64, "gap_ev": 8.445, "species": ["C", "C", "C", "N", "S", "H", "H", "H", "H", "H"], "xyz": [[-1.42138, -1.51648, 0.95639], [0.42624, -0.41634, -0.12656], [0.96224, 0.40332, -1.28475], [-1.93218, -0.63377, 1.51213], [1.53404, -0.23231, 1.15273], [-0.72241, -2.30629, 0.59818], [1.16837, -1.12204, 2.14053], [1.97380, 0.84505, -1.35625], [1.03309, -0.30837, -2.16283], [0.17365, 1.15112, -1.57665]], "lowdin_charge": [-0.2137, -0.5212, -0.2735, 0.0387, 0.7843, 0.0664, -0.1080, 0.0509, 0.0858, 0.0903]}

***

{"formula": "C3H5NS", "method": "ωB97M-V/def2-TZVPD", "e_tot_ev": -15514.2390, "e_above_lowest_ev": 2.633, "max_force_ev_per_a": 7.23, "smiles": "S=C[C@@H]1CN1", "gap_ev": 8.335, "species": ["S", "C", "C", "C", "N", "H", "H", "H", "H", "H"], "xyz": [[2.85906, -0.19145, -0.10378], [1.26849, 0.23642, 0.23187], [0.07069, -0.50028, -0.48742], [-1.10377, 0.42014, -0.31965], [-0.95519, -0.81616, 0.38702], [1.01092, 0.71982, 1.08360], [0.26294, -1.24011, -1.19211], [-0.88429, 1.52451, 0.01899], [-1.93557, 0.35083, -1.01522], [-0.59327, -0.50373, 1.39670]], "lowdin_charge": [0.6239, -0.5553, -0.3919, -0.1704, -0.0065, -0.0003, 0.1066, 0.1467, 0.0944, 0.1527]}